# 1
The following is a DFT calculation (ωB97M-V/def2-TZVPD) of 2 unconnected molecules or ions with the total composition C38H18BF15O2 at a distorted geometry.

```
74
Properties=species:S:1:pos:R:3:forces:R:3
C 4.24499 5.03942 -2.76273 0.1 -0.3 0.1
O 4.46510 3.63765 -2.46322 -1.1 -0.3 0.1
C 3.38913 2.87753 -2.14721 0.1 0.3 0.1
C 3.61290 1.50663 -1.85534 0.3 0.4 -0.1
C 2.56207 0.69842 -1.51091 -0.1 -0.1 -0.2
C 1.22379 1.18854 -1.44097 0.0 0.0 0.5
C 0.16005 0.29708 -1.15122 -0.1 0.8 -1.4
C -1.19834 0.75406 -0.97002 -0.8 0.3 0.6
C -2.26744 0.20467 -1.72566 0.4 0.0 0.0
C -3.54721 0.73353 -1.66341 0.0 0.1 0.2
C -3.83518 1.72050 -0.70605 -0.5 -0.1 0.2
O -5.15548 2.06764 -0.41644 0.9 0.1 -0.4
C -5.96429 2.60452 -1.42400 -0.1 0.0 -0.3
C -7.23454 2.04361 -1.60962 0.6 0.2 -0.1
C -8.05687 2.56446 -2.60628 0.0 0.2 0.0
C -7.64938 3.67049 -3.36125 0.2 -0.1 0.2
C -6.39725 4.24826 -3.12487 -0.1 -0.1 0.0
C -5.53740 3.71427 -2.16455 -0.3 -0.4 0.2
C -2.81811 2.24817 0.09839 -0.3 0.0 -0.1
C -1.51884 1.79416 -0.05503 0.4 -0.1 -0.3
C 1.02208 2.57199 -1.74409 0.0 0.0 0.2
C 2.07079 3.39873 -2.08194 0.2 0.0 -0.1
H 5.23964 5.43055 -2.97519 -0.2 0.0 0.0
H 3.59705 5.15677 -3.64179 0.2 -0.1 0.2
H 3.80353 5.56290 -1.90331 0.2 -0.2 -0.2
H 4.63286 1.12704 -1.91421 -0.3 0.1 0.1
H 2.73192 -0.34768 -1.27866 0.1 0.1 0.0
H 0.32970 -0.76374 -1.33538 0.0 0.2 0.3
H -2.05351 -0.61733 -2.40743 -0.1 0.1 0.1
H -4.34535 0.36849 -2.30977 0.2 0.0 0.2
H -7.53834 1.20381 -0.98535 0.1 0.2 -0.2
H -9.03118 2.10828 -2.78532 0.3 0.2 0.1
H -8.30811 4.08855 -4.12215 0.2 -0.1 0.2
H -6.07786 5.12753 -3.68451 -0.1 -0.2 0.1
H -4.55678 4.14831 -1.96248 -0.3 -0.1 -0.1
H -3.07368 3.01281 0.83207 0.1 -0.3 -0.1
H -0.72338 2.21339 0.56341 -0.2 -0.2 -0.1
H 0.01235 2.98093 -1.74412 0.2 -0.1 0.0
H 1.89453 4.45151 -2.31226 -0.1 -0.5 0.1
F 5.33230 -6.06324 -0.75617 -0.2 0.2 0.2
C 4.41471 -5.19294 -0.30290 -0.1 0.0 -0.2
C 3.21736 -5.66619 0.22928 -0.1 0.2 0.1
F 3.00326 -6.99107 0.34910 0.2 0.5 -0.2
C 2.24666 -4.75416 0.65367 0.4 0.2 -0.1
F 1.09565 -5.28939 1.13973 0.7 0.3 -0.3
C 2.46880 -3.36961 0.62379 0.1 -0.6 -0.4
B 1.50975 -2.23865 1.22576 -0.5 0.5 -0.5
C 0.21246 -2.84229 1.96739 -0.2 -0.1 -0.1
C -1.05232 -2.75707 1.41198 -0.1 -0.3 0.3
F -1.23123 -2.20468 0.17560 0.0 -0.1 0.5
C -2.18030 -3.26951 2.04802 0.2 0.0 -0.1
F -3.39255 -3.15577 1.47615 0.2 -0.1 0.2
C -2.03483 -3.92723 3.26612 0.0 -0.1 0.1
F -3.10011 -4.47173 3.87545 0.2 0.2 -0.2
C -0.77714 -4.04882 3.84968 0.4 0.1 -0.2
F -0.60382 -4.71838 5.00442 -0.3 0.3 -0.4
C 0.31952 -3.49320 3.19605 -0.4 -0.1 0.0
F 1.53488 -3.67000 3.77395 -0.6 0.1 -0.3
C 2.25201 -1.32458 2.32266 0.3 0.2 0.2
C 1.63198 -0.13589 2.68579 0.2 0.0 0.3
F 0.40612 0.17212 2.16502 0.6 0.1 0.0
C 2.16088 0.74214 3.62538 -0.1 -0.2 -0.1
F 1.52589 1.89431 3.91134 0.2 -0.2 0.0
C 3.33661 0.39457 4.28339 0.2 0.0 0.0
F 3.87119 1.21737 5.20183 -0.2 -0.2 -0.2
C 3.97298 -0.80719 3.98310 -0.2 -0.3 -0.2
F 5.09019 -1.17479 4.63922 -0.4 0.3 -0.2
C 3.42234 -1.64792 3.01162 0.0 0.3 0.5
F 4.03960 -2.84602 2.84746 -0.2 0.7 -0.1
H 1.15574 -1.46213 0.27705 0.3 -0.6 0.8
C 3.66396 -2.95279 0.04955 0.2 -0.3 0.1
F 3.97025 -1.61791 0.01996 -0.1 -0.6 -0.1
C 4.63406 -3.81924 -0.42285 0.0 -0.1 0.1
F 5.77916 -3.34451 -0.95477 -0.4 -0.3 0.2
```
Forces are in eV/Å.

For the highest occupied orbital energy, the calculation gives -8.4 eV. As for the charge: 0. For the LUMO energy, the calculation gives -2.9612 eV. Its HOMO-LUMO gap is 5.47 eV.

Mulliken population analysis, charges in e, atoms 1 to 5: -0.84 -0.42 1.06 -0.87 -0.15

# 2
The following is a DFT calculation (ωB97M-V/def2-TZVPD) of C5H6O in the gas phase.

```
12
Properties=species:S:1:pos:R:3:forces:R:3
C -1.24912 0.22907 1.90930 0.1 0.3 -0.3
C -0.76543 0.85993 1.00398 -0.2 -0.4 0.5
C 0.05714 1.26753 -0.13773 0.0 0.1 0.1
C 0.91914 0.00920 -0.30759 0.3 -0.1 0.0
C 0.23734 -1.17236 -0.96669 0.0 -0.1 0.0
O 2.04059 -0.04450 0.13627 -0.4 0.1 -0.3
H -1.64617 -0.33987 2.71872 -0.1 0.2 -0.1
H -0.55038 1.47939 -1.02581 0.1 -0.1 0.2
H 0.69353 2.12812 0.08442 -0.1 -0.1 0.0
H 0.71759 -1.34290 -1.93477 0.0 0.0 0.1
H -0.83165 -1.00309 -1.12041 0.2 0.0 0.0
H 0.37741 -2.07051 -0.35968 0.0 0.2 -0.1
```
Forces are in eV/Å.

The SMILES is C#CCC(C)=O. For the highest occupied orbital energy, the calculation gives -9.6 eV. The energy relative to the best compared isomer or geometry (same formula, charge and spin) comes out at 1.7378 eV. As for the charge: 0. For the LUMO energy, the calculation gives 0.9011 eV. Its HOMO-LUMO gap is 10.53 eV.

Mulliken population analysis, charges in e, atoms 1 to 5: 0.05 -0.46 -0.49 0.57 -0.98

# 3
The following is a DFT calculation (ωB97M-V/def2-TZVPD) of C4H2 in the gas phase at a distorted geometry.

```
6
Properties=species:S:1:pos:R:3:forces:R:3
C -1.87932 0.00422 -0.05383 1.7 -0.5 0.8
C -0.65353 -0.12959 0.05258 -4.7 0.1 -0.8
C 0.68908 -0.21871 -0.03666 3.2 0.7 0.3
C 1.89594 -0.04147 -0.02101 -0.4 0.5 0.1
H -2.98434 0.03962 0.03144 1.6 0.0 -0.2
H 2.93217 0.34592 0.02748 -1.3 -0.9 -0.2
```
Forces are in eV/Å.

The SMILES is C#CC#C. For the highest occupied orbital energy, the calculation gives -9.6 eV. The energy relative to the best compared isomer or geometry (same formula, charge and spin) comes out at 0.3274 eV. As for the charge: 0. For the LUMO energy, the calculation gives 0.8271 eV. Its HOMO-LUMO gap is 10.45 eV.

Mulliken population analysis, charges in e, atoms 1 to 5: -0.30 -0.04 -0.23 -0.17 0.37

# 4
The following is a DFT calculation (ωB97M-V/def2-TZVPD) of a gas-phase ion, C12H23N2O (charge +1) at a distorted geometry.

```
38
Properties=species:S:1:pos:R:3:forces:R:3
C -0.42161 -1.77753 0.79612 0.7 4.0 -1.6
C -0.72643 -2.60631 -0.17747 0.5 -0.3 1.2
C 2.16299 1.85306 -0.93356 -3.0 -0.1 -1.1
C 2.83856 2.17466 0.37470 1.6 -3.2 -0.2
C -0.60795 -1.13677 -2.15817 -1.6 -0.9 1.4
C -0.89795 0.21383 -1.46297 1.0 -1.3 2.9
C 1.48199 0.60443 -0.13051 0.2 0.6 -2.8
C -0.03607 0.39318 -0.17473 -0.8 -3.1 -0.2
C 0.08053 -1.71729 2.18435 2.6 -0.8 -2.5
C -0.86858 -4.09495 0.10304 -0.4 2.6 -2.3
C -2.36043 0.53814 -1.11142 2.2 -0.2 -0.2
C -0.88216 2.75221 0.76031 -0.5 1.8 -0.4
N 1.85768 1.24344 1.11392 2.4 -1.4 1.5
N -0.59578 1.28408 0.88153 -0.7 -1.2 0.8
O -0.99824 -2.36770 -1.45857 0.0 1.1 -0.9
H 1.39254 2.58723 -1.30925 0.6 -0.5 0.9
H 2.65294 1.61413 -1.88628 0.7 -0.2 0.8
H 3.91529 1.80820 0.28119 -1.3 0.1 0.7
H 2.86777 3.12084 0.77520 -0.2 2.2 0.7
H -1.30099 -1.19092 -3.00296 0.6 0.1 -0.3
H 0.43565 -1.29155 -2.41679 0.1 0.4 -0.2
H -0.46161 0.81483 -2.17360 0.4 2.3 -1.9
H 2.10581 -0.26526 -0.43448 -0.8 0.1 0.5
H 1.02483 -1.10143 2.13006 -1.2 -0.2 0.7
H 0.53206 -2.69695 2.35109 -0.4 -0.3 0.7
H -0.65184 -1.45296 2.87445 -0.8 0.6 1.5
H 0.07698 -4.49796 0.20080 2.0 -1.1 -0.2
H -1.36136 -4.32911 -0.83856 -0.3 -1.3 0.6
H -1.34735 -4.19565 1.00483 -1.7 -0.8 1.8
H -2.96615 -0.01703 -1.73764 -1.6 -0.7 -1.5
H -2.54423 1.58157 -1.10958 -0.4 0.9 -0.6
H -2.58653 0.22341 -0.13190 -0.3 -0.8 1.2
H -0.90485 3.22745 1.79027 -0.4 -1.0 -1.1
H -0.04496 3.33074 0.29122 -0.7 -1.0 0.0
H -1.87922 2.95848 0.16858 2.2 -0.5 1.4
H 2.20024 0.51006 1.82773 0.0 1.9 -1.4
H -1.44649 0.81204 1.23939 0.8 0.5 -0.1
H 0.26492 1.09336 1.49961 -1.1 1.6 0.3
```
Forces are in eV/Å.

For the highest occupied orbital energy (spin up / spin down), the calculation gives -11.6 / -11.5 eV. The energy relative to the best compared isomer or geometry (same formula, charge and spin) comes out at 4.4121 eV. As for the charge: +1. For the LUMO energy (spin up / spin down), the calculation gives -2.9979 / -2.9987 eV. Its HOMO-LUMO gap (spin up / spin down) is 8.55 / 8.55 eV.

Mulliken population analysis, charges in e, atoms 1 to 5: 0.49 0.90 -0.62 -0.69 -1.06

# 5
The following is a DFT calculation (ωB97M-V/def2-TZVPD) of a molecular structure, C17H12ClF6N4O5ReS2Se2 at a distorted geometry.

```
50
Properties=species:S:1:pos:R:3:forces:R:3
Re 0.00047 0.01546 -0.00288 0.7 -1.2 -4.2
F 4.38961 0.53858 2.39329 -1.0 -0.2 0.0
C 3.31676 1.29670 2.68044 2.7 1.4 0.5
F 3.53019 1.82680 3.89442 -0.9 -0.8 -0.6
F 3.33527 2.33078 1.82132 -0.3 -0.2 0.5
S 1.73939 0.33980 2.63817 0.8 -1.9 4.2
O 1.53712 -0.08340 1.24109 -1.7 -2.5 4.9
O 1.98727 -0.76760 3.53449 -0.5 1.4 -1.1
N 0.78290 1.44295 3.25644 -0.7 -1.0 -1.8
S -0.34644 2.09501 2.33668 -1.5 3.2 2.3
O -1.39130 2.70763 3.12364 1.5 -1.1 -0.7
O -0.86482 1.32392 1.20725 -0.5 1.7 2.0
C 0.55771 3.50475 1.60134 1.0 2.8 -1.0
F 1.26317 3.16366 0.50802 -0.5 -0.5 0.4
F 1.42709 4.04076 2.47913 -0.7 -0.8 -0.1
F -0.26567 4.49943 1.23265 0.0 -1.1 0.4
Se 0.87991 -2.66296 -2.66725 -0.3 0.6 -0.3
Se 0.94237 -0.53495 -3.71754 0.4 -0.6 0.5
C 2.20806 0.12794 -2.43772 0.2 0.6 0.9
C 3.50004 0.41699 -2.86116 -0.3 0.0 -0.1
C 4.42555 0.89910 -1.95140 0.1 0.0 0.2
C 4.05629 1.08795 -0.63128 -0.5 -0.2 -0.3
C 2.75074 0.78851 -0.22939 3.5 1.0 -6.0
N 1.84679 0.31301 -1.14073 1.3 0.3 0.5
C -0.90954 -2.35438 -2.05877 -0.9 0.2 0.4
C -1.95543 -3.11240 -2.58255 -0.1 0.0 0.2
C -3.25181 -2.88610 -2.13534 0.2 0.0 0.1
C -3.48831 -1.90963 -1.17595 0.2 0.2 0.1
C -2.41872 -1.17460 -0.67972 -0.6 -1.2 -1.8
N -1.15746 -1.41076 -1.12829 -1.2 0.1 -0.9
H 3.78280 0.26845 -3.89448 -0.1 -0.1 0.0
H 5.43335 1.12875 -2.27220 0.0 0.0 0.0
H 4.77193 1.46460 0.08105 0.0 0.1 0.0
H 2.47309 0.92829 0.74184 0.9 1.7 -1.1
H -1.76280 -3.87108 -3.32898 0.1 0.1 0.0
H -4.07294 -3.46832 -2.53225 0.0 0.0 0.0
H -4.49236 -1.72355 -0.81921 0.1 0.1 0.0
H -2.58895 -0.41292 0.06659 0.0 0.1 -0.2
O -0.63800 1.13550 -1.14147 -0.7 0.7 -1.6
Cl -2.47775 -1.22008 4.96400 0.1 0.1 -0.1
C -1.84091 -1.80588 3.48390 0.1 -0.2 -0.3
C -1.85043 -3.16147 3.19892 -0.1 -0.3 0.0
C -1.32668 -3.59984 1.99172 0.1 0.5 0.1
C -0.81273 -2.66366 1.11352 0.4 -0.2 0.2
N -0.78641 -1.33036 1.35737 -1.2 -2.1 2.9
C -1.30714 -0.93601 2.54984 0.2 -0.3 -0.3
H -2.26020 -3.87339 3.90658 0.0 0.1 0.0
H -1.31816 -4.65216 1.73835 0.1 0.1 0.0
H -0.39504 -2.96702 0.16435 0.1 -0.2 0.4
H -1.28320 0.11802 2.73428 -0.5 -0.5 0.4
```
Forces are in eV/Å.

For the highest occupied orbital energy (spin up / spin down), the calculation gives -10.3 / -11.9 eV. The energy relative to the best compared isomer or geometry (same formula, charge and spin) comes out at 4.9224 eV. As for the charge: +1. For the LUMO energy (spin up / spin down), the calculation gives -3.8381 / -3.9354 eV. Its HOMO-LUMO gap (spin up / spin down) is 6.43 / 7.94 eV. The multiplicity is 4.

Mulliken population analysis, charges in e, atoms 1 to 5: 3.04 -0.22 0.58 -0.23 -0.16

# 6
The following is a DFT calculation (ωB97M-V/def2-TZVPD) of a molecular structure, C10H29AgO5S4 at a distorted geometry.

```
49
Properties=species:S:1:pos:R:3:forces:R:3
Ag -2.51539 -1.00790 -3.26747 0.8 1.3 1.2
C 0.49123 -0.14192 -1.35180 1.0 0.9 -0.4
C -0.80251 0.56330 -0.95941 0.0 -1.6 1.0
O -1.60669 0.93593 -1.98447 -0.6 -0.6 -0.7
H 0.38624 -1.05347 -1.94867 -0.2 -0.1 0.2
H 1.15725 -0.27893 -0.49032 -0.3 -0.5 0.2
H 1.06701 0.57235 -1.95308 -0.2 -0.1 -0.3
H -0.44703 1.30001 -0.20558 -0.3 1.0 -0.7
H -1.30957 -0.12110 -0.22677 -0.2 -0.3 -0.2
C 3.52978 4.23930 -2.04686 -0.1 1.0 1.4
S 1.76462 4.17038 -1.56523 -0.1 0.6 -0.4
O 1.20150 3.13084 -2.46132 -0.1 -0.1 0.2
C 1.91608 3.46831 0.08100 0.7 -0.5 0.9
H 3.81595 5.21988 -2.43080 -0.6 -0.2 -0.8
H 3.64590 3.40414 -2.72796 0.4 0.0 0.1
H 4.12184 4.29374 -1.12854 0.2 -1.0 -0.1
H 0.96199 3.42601 0.60335 -0.3 -0.1 -0.5
H 2.55888 4.03424 0.76237 0.1 0.4 -0.5
H 2.37485 2.47727 0.04098 -0.3 -0.1 -0.3
C -2.44546 -3.23707 0.59153 -0.6 0.4 -0.4
S -2.46761 -3.96891 -1.06127 0.8 -0.2 0.1
O -2.80740 -2.90257 -2.06459 -0.6 -0.1 0.0
C -0.67570 -4.13589 -1.26552 0.3 0.6 -0.4
H -3.41961 -3.43968 1.03317 0.1 -0.2 0.2
H -2.37485 -2.15277 0.48140 0.4 0.0 -0.1
H -1.62162 -3.65314 1.16189 -0.1 0.0 0.1
H -0.42103 -5.01743 -1.84787 -0.1 -0.2 0.2
H -0.08701 -4.03574 -0.35605 -0.2 -0.4 0.1
H -0.43680 -3.26059 -1.87469 0.0 0.0 0.0
C -4.57351 3.59709 2.84819 -1.1 -0.7 -0.8
S -3.07687 2.59500 2.82999 0.5 0.5 -0.1
O -3.10606 1.69989 4.01807 -0.3 0.0 -0.2
C -3.50791 1.62497 1.37683 0.4 -0.2 0.1
H -4.63625 4.30586 3.66615 0.3 0.0 0.1
H -5.42500 2.90745 2.86646 0.1 -0.1 0.6
H -4.75795 4.06619 1.87815 0.7 0.4 0.1
H -3.30215 2.15185 0.44376 -0.4 0.3 0.1
H -4.52897 1.26515 1.49039 0.0 -0.1 -0.2
H -2.79561 0.79978 1.34480 -0.1 -0.1 0.3
C 3.26050 -1.76012 1.50143 -0.3 -0.1 -0.7
S 3.68668 -3.49331 1.28113 -0.7 -0.7 0.3
O 2.44307 -4.25960 1.60594 0.2 0.0 0.0
C 3.78582 -3.52737 -0.50745 0.6 1.0 -1.0
H 2.53300 -1.49607 0.73198 0.3 0.2 -0.2
H 4.20641 -1.22528 1.43809 -0.2 0.4 0.0
H 2.72042 -1.59453 2.43053 0.5 -0.3 0.3
H 4.19556 -4.44251 -0.93004 -0.3 -0.4 0.6
H 4.49093 -2.77453 -0.88072 0.0 0.2 0.4
H 2.83305 -3.26849 -0.97110 -0.2 -0.2 0.3
```
Forces are in eV/Å.

For the highest occupied orbital energy, the calculation gives -7.2 eV. The energy relative to the best compared isomer or geometry (same formula, charge and spin) comes out at 1.9665 eV. As for the charge: 0. For the LUMO energy, the calculation gives -0.5138 eV. Its HOMO-LUMO gap is 6.72 eV.

Mulliken population analysis, charges in e, atoms 1 to 5: 0.57 -0.55 0.87 -0.87 0.30

# 7
The following is a DFT calculation (ωB97M-V/def2-TZVPD) of C4H4S4 in the gas phase at a distorted geometry.

```
12
Properties=species:S:1:pos:R:3:forces:R:3
C 1.39438 0.22840 -0.20438 -0.1 0.4 0.1
S 1.26994 1.91496 0.48698 0.2 -0.2 -0.1
C -0.37753 2.13691 0.58489 -0.8 0.3 0.1
C -1.54009 2.48002 0.70748 1.5 -0.8 -0.2
C -2.85198 2.89840 0.79282 -1.2 0.7 0.0
S -3.31541 4.44194 0.47292 0.1 -0.4 0.1
S -4.15450 1.82068 1.32193 0.1 0.1 0.0
S -3.33455 -0.00230 1.81069 0.1 0.2 0.1
H 0.87447 -0.49402 0.41557 0.0 0.0 0.1
H 2.45988 0.01674 -0.21375 0.0 -0.1 0.0
H 1.00225 0.23509 -1.21746 0.0 -0.1 0.0
H -3.75364 -0.66465 0.72916 0.0 -0.1 -0.2
```
Forces are in eV/Å.

The SMILES is CSC#CC(=S)SS. For the highest occupied orbital energy, the calculation gives -8.7 eV. The energy relative to the best compared isomer or geometry (same formula, charge and spin) comes out at 0.7314 eV. As for the charge: 0. For the LUMO energy, the calculation gives -0.9965 eV. Its HOMO-LUMO gap is 7.70 eV.

Mulliken population analysis, charges in e, atoms 1 to 5: -0.80 -0.11 0.42 0.03 -0.10